[1]
{
  "formula": "C2H4N2O3",
  "method": "wB97M-V/def2-TZVPD",
  "species": ["C", "C", "H", "H", "H", "H", "N", "N", "O", "O", "O"],
  "xyz": [[-0.744, -0.513, -0.007], [0.314, 0.657, 0.185], [-2.124, 0.915, 0.164], [-3.003, -0.619, 0.266], [2.468, 1.165, -0.500], [1.852, -1.490, -0.406], [-1.996, -0.055, 0.332], [1.654, 0.434, -0.289], [-0.354, -1.632, -0.293], [-0.224, 1.766, -0.044], [2.156, -0.630, 0.592]],
  "lowdin_charge": [-0.4381, -0.3042, 0.0639, 0.2089, 0.1974, 0.3048, 0.1317, -0.0554, 0.0495, 0.0230, -0.1815],
  "charge": 0,
  "fmax_ev_per_a": 7.1,
  "homo_energy_ev": -9.9017,
  "e_tot_ev": -11256.9133,
  "e_above_lowest_kcal_mol": 130.37
}

---

[2]
{
  "formula": "C4H6N2O2",
  "method": "wB97M-V/def2-TZVPD",
  "species": ["H", "N", "C", "C", "O", "C", "C", "N", "O", "H", "H", "H", "H", "H"],
  "xyz": [[-2.727, 1.294, -0.052], [-2.750, 0.324, 0.009], [-1.408, -0.038, -0.111], [-0.841, -1.518, 0.002], [0.558, -1.345, -0.310], [0.900, -0.169, -0.001], [2.274, 0.172, 0.027], [-0.154, 0.646, 0.046], [0.001, 1.971, -0.249], [-0.835, -2.197, 0.912], [-1.356, -2.023, -0.774], [2.612, 1.235, -0.218], [3.203, -0.748, 0.250], [0.523, 2.396, 0.469]],
  "lowdin_charge": [-0.0151, 0.1288, -0.1714, -0.0283, 0.0141, -0.5209, 0.0344, -0.0805, 0.0536, 0.1571, 0.1067, 0.0407, 0.1431, 0.1377],
  "charge": 0,
  "fmax_ev_per_a": 8.0,
  "homo_energy_ev": -8.0728,
  "e_tot_ev": -11315.0526,
  "smiles": "[H]/N=C1/COC(=C)N1O",
  "e_above_lowest_kcal_mol": 138.12
}

---

[3]
{
  "formula": "C3H5NO2",
  "method": "wB97M-V/def2-TZVPD",
  "species": ["O", "C", "C", "N", "C", "O", "H", "H", "H", "H", "H"],
  "xyz": [[1.851, 0.150, -0.920], [1.298, 0.430, 0.113], [0.166, -0.493, 0.907], [-0.886, -0.713, -0.062], [-1.052, 0.329, -0.894], [-0.444, 1.375, -0.700], [1.556, 1.345, 0.678], [0.365, -1.470, 1.393], [-0.193, 0.170, 1.704], [-1.298, -1.614, -0.249], [-1.719, 0.191, -1.747]],
  "lowdin_charge": [0.0327, -0.2702, -0.1004, 0.0206, -0.3203, 0.0135, 0.1176, 0.1220, 0.1053, 0.1397, 0.1395],
  "charge": 0,
  "fmax_ev_per_a": 1.3,
  "homo_energy_ev": -9.3875,
  "e_tot_ev": -8776.1462,
  "smiles": "O=CCNC=O",
  "e_above_lowest_kcal_mol": 35.71
}